{
  "formula": "C37H43ClN12O4PRbSSbSe4",
  "method": "the ωB97M-V functional and the def2-TZVPD basis",
  "symbols": ["Rb", "C", "C", "N", "C", "C", "S", "C", "C", "N", "H", "H", "H", "H", "H", "H", "H", "H", "H", "H", "H", "H", "H", "H", "N", "C", "N", "C", "N", "N", "C", "C", "C", "C", "C", "C", "N", "C", "C", "C", "C", "C", "C", "H", "H", "H", "H", "H", "H", "H", "H", "H", "H", "H", "O", "C", "O", "C", "C", "Cl", "N", "N", "C", "C", "O", "O", "C", "C", "C", "C", "C", "C", "H", "H", "H", "H", "H", "H", "Se", "Sb", "Se", "Se", "Se", "C", "N", "C", "N", "C", "N", "C", "P", "C", "C", "H", "H", "H", "H", "H", "H", "H", "H", "H", "H", "H", "H"],
  "xyz": [[0.7337, -0.6160, -0.6422], [0.6748, -3.3832, -2.9571], [-0.1387, -4.1816, -1.8709], [-0.7364, -3.1716, -0.8721], [-2.1069, -3.3707, -0.4589], [-3.1590, -3.2958, -1.5570], [-3.0167, -1.9889, -2.7262], [-2.2244, -2.9254, -4.1149], [-0.8947, -2.3435, -4.5766], [0.0699, -2.1899, -3.5233], [1.6129, -3.1048, -2.6004], [0.7697, -4.0493, -3.8371], [-0.9664, -4.7029, -2.3151], [0.4641, -4.9397, -1.3816], [-0.1324, -3.1842, -0.0695], [-2.2517, -4.3321, 0.0646], [-2.3676, -2.5679, 0.2813], [-3.2813, -4.2737, -2.1406], [-4.1274, -3.1354, -1.0262], [-2.0474, -3.8988, -3.6368], [-2.9129, -3.0253, -5.0106], [-0.5573, -3.0828, -5.3223], [-1.1262, -1.4389, -5.1130], [-0.3761, -1.5928, -2.7793], [1.5622, 1.1376, 4.1175], [1.4981, 0.5051, 2.9215], [1.7727, 1.0380, 1.7694], [2.2047, 2.3555, 1.6740], [2.4814, 2.9129, 0.5688], [2.2612, 2.1757, -0.5598], [3.0511, 2.4186, -1.4997], [2.8279, 1.9475, -2.8968], [3.3552, 2.7299, -3.9081], [3.1148, 2.2650, -5.1940], [2.3915, 1.0774, -5.3643], [1.9190, 0.3663, -4.2319], [2.1517, 0.8413, -2.9877], [2.1604, 3.1702, 2.8891], [2.2708, 4.5769, 2.8968], [2.1260, 5.2731, 4.0637], [1.8936, 4.5549, 5.2734], [1.7530, 3.2034, 5.2560], [1.8839, 2.4640, 4.0838], [1.3221, 0.6889, 5.0003], [1.1389, -0.4893, 2.9849], [3.8993, 3.0108, -1.3201], [3.8858, 3.6493, -3.6941], [3.5231, 2.7913, -6.1044], [2.2619, 0.6302, -6.3853], [1.4558, -0.6254, -4.3908], [2.3986, 5.1246, 1.9908], [2.1992, 6.3319, 4.1304], [1.7163, 5.1565, 6.2030], [1.4553, 2.6960, 6.1467], [-1.8576, 1.2122, 5.3924], [-1.1527, 0.1886, 5.6267], [-0.3061, 0.0620, 6.5345], [-1.2159, -0.9150, 4.5946], [-0.9987, -2.2703, 4.7956], [-0.8748, -3.1642, 6.2153], [-0.9182, -2.8727, 3.5770], [-1.1951, -1.9518, 2.6361], [-1.3914, -0.7955, 3.1858], [-1.6640, 0.4050, 2.3831], [-1.9613, 1.5114, 3.0303], [-1.6388, 0.3410, 1.1310], [-0.3860, -4.1590, 3.1347], [-1.1914, -5.2944, 3.1944], [-0.5936, -6.4712, 2.8625], [0.7674, -6.5008, 2.5054], [1.5299, -5.3630, 2.3910], [0.9481, -4.1739, 2.8152], [-1.9201, 1.4017, 4.1289], [-2.2678, -5.2365, 3.4069], [-1.2348, -7.3499, 2.8759], [1.1958, -7.4732, 2.2006], [2.5679, -5.3151, 2.0238], [1.5393, -3.2293, 3.0210], [3.7455, -1.5562, 4.0134], [4.3994, -1.4567, 1.7645], [6.7683, -1.0420, 1.1545], [3.4327, -2.8275, 0.1015], [5.3589, 0.8124, 1.3417], [-3.2641, 4.0888, -1.0637], [-1.8400, 4.3368, -1.0680], [-1.4633, 4.8158, -2.3856], [-1.8441, 3.9494, -3.4963], [-3.2872, 3.7454, -3.3952], [-3.7496, 3.1899, -2.0890], [-3.1815, 1.8195, -1.8706], [-1.3361, 1.6986, -1.9232], [-1.0164, 3.1866, -0.7737], [-1.1417, 2.6234, -3.5074], [-3.7594, 5.0473, -1.1738], [-3.4553, 3.7559, -0.0468], [-0.3997, 4.9661, -2.3231], [-2.1004, 5.6767, -2.5083], [-3.6363, 3.0526, -4.1163], [-3.7717, 4.7121, -3.3977], [-3.6378, 1.1522, -2.5843], [-3.4725, 1.3884, -0.8863], [0.0581, 3.3858, -0.8032], [-1.2571, 2.8219, 0.2674], [-1.6215, 2.0986, -4.3062], [-0.1441, 2.7889, -3.8340]],
  "atomic_forces_ev_per_a": [[0.26, 0.53, 0.49], [-2.36, -1.38, -1.06], [-0.65, 2.23, 0.64], [1.02, -1.12, -1.50], [-0.33, 0.32, 0.96], [-1.12, -1.73, 0.32], [0.19, 0.61, -1.40], [-0.93, -0.17, 0.00], [-0.66, -1.43, 0.07], [-0.53, 1.52, 0.97], [1.75, 0.17, 0.79], [0.52, 0.02, 0.51], [-0.31, -0.27, -0.31], [0.34, 0.04, 0.17], [0.04, -0.02, 0.59], [-0.06, 0.06, -0.01], [0.52, -0.63, -0.55], [0.17, 1.23, 0.87], [0.57, -0.25, -0.42], [-0.19, 0.19, -0.74], [0.55, 0.05, 1.16], [0.39, 0.36, 0.09], [0.40, 0.74, -0.06], [0.50, -0.96, -1.00], [0.24, -0.25, -1.24], [0.16, 1.09, 0.38], [0.11, -0.69, 0.16], [-1.11, -0.42, 1.12], [0.83, 0.67, -0.64], [-1.23, -0.49, 0.19], [-0.04, -0.31, -1.14], [0.72, 1.32, 2.51], [-0.40, -0.49, -1.12], [0.33, 0.26, -1.17], [-0.11, -0.80, -0.18], [0.98, 0.79, -0.98], [-1.23, -2.15, -1.79], [0.00, -0.82, 0.48], [-0.19, -0.52, 0.39], [0.04, -1.22, 1.42], [-0.21, 1.84, -0.15], [-0.01, -0.09, 0.49], [-0.13, 2.01, -0.06], [-0.05, -0.07, -0.22], [-0.17, -0.85, -0.20], [1.19, 1.13, 0.14], [0.03, -0.15, 0.00], [-0.53, -0.54, 1.16], [0.03, 0.58, 1.13], [0.03, 0.75, 0.61], [0.21, -0.06, -0.65], [0.02, 0.69, -0.26], [0.28, -0.86, -0.87], [-0.09, -0.38, 0.54], [-0.13, 0.33, 0.45], [1.34, -0.36, 0.47], [-0.78, -0.01, -0.57], [-0.44, -0.28, 0.54], [0.49, 0.59, -0.43], [0.23, -0.24, 0.46], [-0.70, 0.84, -0.58], [0.63, -1.57, -2.20], [0.27, -0.24, 2.04], [-0.68, 1.49, -2.18], [0.49, -0.99, -1.05], [0.07, 0.04, 1.97], [-0.88, 0.99, 1.49], [-0.42, 1.03, -0.36], [0.33, -0.73, -0.05], [-0.20, -1.58, -0.96], [0.49, 0.56, 0.27], [0.68, 1.40, 0.38], [-0.37, -0.13, -0.11], [0.63, 0.10, 0.07], [0.52, -0.16, -0.07], [-0.22, 0.60, 0.26], [-0.60, -0.38, 0.34], [-0.59, -1.22, -0.73], [-0.04, -0.40, 0.78], [-0.10, 0.06, 0.07], [1.33, -0.76, 0.03], [-0.51, -0.29, -0.58], [-0.64, 1.21, -0.37], [0.24, -0.03, 1.08], [0.89, 0.15, -0.73], [-0.83, -0.33, 0.32], [0.03, -0.68, -0.08], [0.29, -0.09, 2.03], [0.76, -0.86, 0.16], [-0.42, 0.31, 0.64], [0.25, 0.42, 0.29], [-0.69, -1.79, 1.34], [-1.21, 1.37, 0.35], [-0.16, 0.30, -0.17], [-0.59, -0.49, -0.02], [0.45, 0.52, -0.59], [0.48, 1.05, -0.35], [-0.31, -0.33, -1.17], [-0.21, 0.32, -0.73], [-0.02, -0.29, -0.52], [0.01, 0.63, -0.38], [-0.19, 0.33, -0.01], [0.33, 0.22, -0.94], [-0.26, -0.77, -0.57], [1.15, 0.05, 0.05]],
  "mulliken_charge": [0.56, -0.80, -1.04, 0.75, -0.45, -0.92, 0.01, -0.43, -1.05, 0.92, 0.16, 0.46, 0.49, 0.48, 0.03, 0.22, 0.05, 0.37, 0.47, 0.08, 0.41, 0.50, 0.25, -0.64, 0.43, -2.38, 0.75, -0.29, -1.13, 1.42, -1.40, 0.86, -0.98, -0.39, -0.69, -0.08, 0.39, 0.98, -0.64, -0.66, -0.65, -0.65, -0.03, 0.27, 1.52, 0.55, 0.48, 0.34, 0.35, 0.18, 0.46, 0.44, 0.31, 0.49, -0.73, 0.00, -0.70, 0.75, 0.15, -0.21, 0.62, -0.25, -0.45, 0.89, -0.67, -0.33, -0.59, -0.34, -0.53, -0.50, -0.58, 1.01, 0.40, 0.44, 0.38, 0.31, 0.38, -0.35, -0.61, 1.02, -0.36, -0.48, -0.22, -0.97, 0.19, -1.22, 0.06, -1.18, 0.05, -1.16, 1.33, -0.86, -1.45, 0.31, 0.48, 0.41, 0.44, 0.46, 0.42, 0.43, 0.32, 0.27, 0.13, 0.50, 0.46],
  "total_charge": -1,
  "e_tot_ev": -366366.1710,
  "gap_ha": 0.24965,
  "molar_mass_g_mol": 1341.4
}

=====

{
  "formula": "C24H20N5ORh",
  "method": "the ωB97M-V functional and the def2-TZVPD basis",
  "symbols": ["Rh", "C", "C", "N", "N", "C", "O", "C", "C", "C", "C", "C", "C", "C", "C", "C", "C", "C", "N", "H", "H", "H", "H", "H", "H", "H", "H", "H", "H", "H", "H", "C", "C", "C", "C", "N", "C", "C", "C", "C", "C", "C", "N", "H", "H", "H", "H", "H", "H", "H", "H"],
  "xyz": [[0.1159, 0.2680, -0.0491], [0.7181, -3.1358, 2.3875], [0.8137, -1.8425, 1.6670], [-0.0886, -1.4675, 0.8184], [-1.1756, -2.1874, 0.5202], [-1.9276, -1.5672, -0.3944], [-1.5403, -0.4323, -0.9209], [-3.2040, -2.1483, -0.7697], [-4.0069, -1.4930, -1.7078], [-5.2625, -1.9879, -2.0029], [-5.7246, -3.1336, -1.3671], [-4.9130, -3.8119, -0.4652], [-3.6565, -3.3240, -0.1630], [1.9233, -0.8958, 1.7900], [3.0014, -1.0674, 2.6368], [4.0480, -0.1545, 2.6159], [4.0006, 0.9119, 1.7379], [2.8834, 1.0489, 0.9327], [1.8697, 0.1854, 0.9738], [-0.2164, -3.6330, 2.1519], [0.7800, -2.9859, 3.4680], [1.5481, -3.7879, 2.1038], [-3.6348, -0.6031, -2.1968], [-5.8846, -1.4841, -2.7299], [-6.7236, -3.4974, -1.5675], [-5.2678, -4.7158, 0.0107], [-3.0261, -3.8345, 0.5510], [3.0194, -1.9197, 3.3023], [4.8997, -0.2768, 3.2719], [4.8055, 1.6300, 1.6774], [2.7934, 1.8722, 0.2365], [0.4624, 3.5049, -2.8648], [-0.0229, 4.5860, -2.1449], [-0.4903, 4.3829, -0.8550], [-0.4722, 3.1084, -0.3182], [0.0418, 2.0844, -1.0028], [0.4838, 2.2677, -2.2498], [-1.0232, 2.7520, 0.9981], [-1.7669, 3.6194, 1.7775], [-2.2896, 3.1800, 2.9846], [-2.0706, 1.8739, 3.3903], [-1.3238, 1.0497, 2.5724], [-0.8135, 1.4839, 1.4207], [0.8158, 3.6122, -3.8800], [-0.0471, 5.5751, -2.5818], [-0.8689, 5.2146, -0.2793], [0.8663, 1.3947, -2.7646], [-1.9565, 4.6296, 1.4475], [-2.8700, 3.8552, 3.5990], [-2.4688, 1.4924, 4.3190], [-1.1245, 0.0208, 2.8384]],
  "atomic_forces_ev_per_a": [[-1.96, 0.01, 1.15], [0.27, -0.07, 0.22], [-0.42, -0.38, -0.09], [0.57, 0.26, 0.09], [-0.98, -0.05, -0.31], [0.94, -0.22, 0.86], [-0.20, 0.57, -0.31], [-0.21, 0.06, -0.23], [0.09, 0.00, 0.01], [-0.05, 0.00, -0.06], [0.03, 0.00, 0.02], [-0.01, 0.00, 0.04], [0.04, 0.01, 0.04], [0.42, 0.23, 0.18], [-0.11, -0.27, 0.07], [0.09, 0.09, 0.01], [0.04, -0.07, 0.02], [-0.01, 0.03, 0.02], [0.34, 0.74, 0.00], [0.00, 0.03, -0.05], [0.02, 0.03, -0.01], [-0.01, 0.00, 0.00], [-0.04, 0.01, 0.02], [-0.01, 0.02, 0.03], [0.03, -0.03, -0.07], [-0.01, 0.01, 0.00], [-0.01, -0.01, -0.01], [0.06, -0.01, -0.03], [-0.04, -0.06, 0.02], [-0.02, 0.01, -0.01], [-0.07, 0.02, 0.03], [-0.09, 0.04, 0.05], [0.02, -0.06, 0.02], [-0.11, 0.15, 0.01], [-0.06, 0.23, 0.10], [0.61, -0.20, -0.51], [0.09, 0.03, -0.09], [-0.07, 0.01, 0.25], [0.01, -0.02, 0.11], [-0.02, -0.01, 0.04], [0.06, 0.13, -0.05], [0.10, -0.33, 0.09], [0.70, -0.84, -1.58], [0.02, -0.01, 0.01], [0.02, 0.00, 0.01], [-0.03, 0.00, -0.03], [0.00, -0.01, 0.02], [0.03, -0.01, -0.03], [-0.01, -0.01, -0.01], [0.01, -0.02, -0.01], [-0.03, 0.00, -0.05]],
  "nbo_charge": [1.21, -0.69, 0.27, -0.23, -0.40, 0.60, -0.68, -0.11, -0.17, -0.21, -0.14, -0.21, -0.16, 0.14, -0.19, -0.10, -0.22, 0.09, -0.44, 0.28, 0.25, 0.26, 0.23, 0.23, 0.24, 0.24, 0.23, 0.26, 0.26, 0.26, 0.22, -0.21, -0.11, -0.19, 0.17, -0.45, 0.07, 0.17, -0.19, -0.09, -0.21, 0.08, -0.34, 0.26, 0.26, 0.25, 0.23, 0.25, 0.26, 0.26, 0.23],
  "total_charge": 2,
  "e_tot_ev": -37705.0777,
  "gap_ha": [0.20268, 0.20272],
  "molar_mass_g_mol": 497.4
}

=====

{
  "formula": "C4H4ClN",
  "method": "the ωB97M-V functional and the def2-TZVPD basis",
  "symbols": ["C", "C", "C", "Cl", "C", "N", "H", "H", "H", "H"],
  "xyz": [[0.6520, 0.9094, -1.2890], [0.3460, 0.5363, -0.0445], [-0.1217, -0.7738, 0.3711], [-1.0872, -1.6796, -0.8830], [-0.9215, -0.4869, 1.6417], [-1.8131, -0.4581, 2.4134], [0.5508, 0.2523, -2.1136], [1.0717, 1.8940, -1.4983], [0.6120, 1.2239, 0.7196], [0.7110, -1.4175, 0.6825]],
  "atomic_forces_ev_per_a": [[0.10, 0.35, 0.97], [1.47, 1.33, -2.53], [-0.96, -0.63, 1.91], [0.51, 0.51, 0.89], [-3.23, -1.48, 0.60], [2.97, 0.27, -1.89], [-0.34, -0.49, -0.71], [-0.15, -0.27, 0.19], [-0.14, 0.41, 0.86], [-0.23, -0.01, -0.30]],
  "nbo_charge": [-0.33, -0.24, -0.30, -0.01, 0.24, -0.27, 0.20, 0.21, 0.22, 0.26],
  "total_charge": 0,
  "e_tot_ev": -18223.6469,
  "smiles": "C=C[C@H](Cl)C#N",
  "gap_ha": 0.40163,
  "molar_mass_g_mol": 101.5
}